# C6H24O6

A cluster of 6 separate species, C6H24O6 in total (ωB97M-V with the def2-TZVPD basis set, OMol25).

Values from the calculation:
Calculated total energy ... -18893.0145 eV
Structure (SMILES) ... CO.CO.CO.CO.CO.CO
Energy relative to the best compared isomer or geometry (same formula, charge and spin) ... 385.77 kJ/mol
Net charge ... 0

Geometry (Å):
C (-4.594, -1.956, -2.036)
O (-3.245, -1.898, -1.571)
H (-5.209, -1.173, -1.515)
H (-4.699, -1.733, -3.139)
H (-4.933, -2.961, -1.841)
H (-2.915, -1.174, -1.041)
C (1.148, 2.973, 2.429)
O (0.657, 3.791, 1.294)
H (0.295, 2.703, 3.027)
H (1.647, 2.060, 2.077)
H (1.882, 3.511, 3.046)
H (1.252, 3.506, 0.543)
C (1.686, -1.936, -1.985)
O (2.862, -1.876, -1.133)
H (1.963, -1.503, -2.916)
H (1.381, -2.988, -2.104)
H (0.987, -1.263, -1.558)
H (3.661, -2.076, -1.660)
C (-0.395, -1.695, 1.932)
O (-0.110, -0.457, 1.219)
H (-1.297, -2.024, 1.496)
H (0.449, -2.354, 1.799)
H (-0.506, -1.323, 2.984)
H (0.859, -0.251, 1.394)
C (3.728, 0.713, 0.543)
O (2.674, -0.153, 0.900)
H (3.460, 1.729, 0.850)
H (4.681, 0.492, 0.968)
H (3.819, 0.776, -0.555)
H (2.810, -0.796, 0.146)
C (-2.545, 1.859, -0.763)
O (-2.263, 0.573, -0.222)
H (-2.080, 2.525, -0.009)
H (-2.151, 1.907, -1.806)
H (-3.596, 1.977, -0.859)
H (-1.362, 0.492, 0.067)

Mulliken population analysis, charges in e, atoms 1 to 5: number 1, C, carries -0.5169; number 2, O, carries -0.5005; number 3, H, carries 0.2298; number 4, H, carries 0.2103; number 5, H, carries 0.2321

=====

# C6H24O6

A cluster of 6 separate species, C6H24O6 in total (ωB97M-V with the def2-TZVPD basis set, OMol25).

Values from the calculation:
Calculated total energy ... -18894.4864 eV
Structure (SMILES) ... CC(C)CCCO.O.O.O.O.O
Energy relative to the best compared isomer or geometry (same formula, charge and spin) ... 243.75 kJ/mol
Net charge ... 0

Geometry (Å):
C (1.553, 1.994, -0.726)
O (1.273, 3.142, 0.037)
C (0.295, 1.592, -1.538)
C (-0.706, 0.911, -0.681)
C (-0.494, -0.610, -0.486)
C (-1.400, -1.126, 0.580)
C (-0.758, -1.299, -1.834)
H (1.752, 1.134, -0.034)
H (2.469, 2.155, -1.308)
H (1.204, 2.980, 0.994)
H (0.825, 1.241, -2.432)
H (-0.314, 2.537, -1.802)
H (-0.641, 1.513, 0.277)
H (-1.731, 1.174, -1.205)
H (0.563, -0.731, -0.133)
H (-2.280, -1.746, 0.298)
H (-1.813, -0.287, 1.210)
H (-0.913, -1.826, 1.292)
H (-0.116, -2.184, -1.888)
H (-0.655, -0.707, -2.802)
H (-1.751, -1.636, -2.163)
H (-3.616, 0.371, -1.412)
H (-3.424, -0.825, -0.705)
O (-3.933, -0.514, -1.435)
H (-1.485, 1.951, 2.383)
H (-0.268, 1.254, 3.146)
O (-1.160, 1.625, 3.198)
H (1.881, 0.641, 3.466)
H (2.050, 0.258, 1.925)
O (1.618, 0.797, 2.577)
H (0.750, -2.593, 0.116)
H (1.193, -3.736, -0.955)
O (1.504, -3.152, -0.241)
H (2.448, -1.941, 0.325)
H (3.500, -1.306, 1.086)
O (2.580, -1.052, 0.871)

Mulliken population analysis, charges in e, atoms 1 to 5: number 1, C, carries 0.0087; number 2, O, carries -0.5723; number 3, C, carries -0.6644; number 4, C, carries -0.4669; number 5, C, carries 3.1284

=====

# C6H24O6Ti

A structure of composition C6H24O6Ti (ωB97M-V with the def2-TZVPD basis set, OMol25).

Values from the calculation:
Calculated total energy ... -42002.1937 eV
Spin multiplicity ... 4
⟨S²⟩ ... 3.751
Energy relative to the best compared isomer or geometry (same formula, charge and spin) ... 31.07 kJ/mol
Net charge ... +1

Geometry (Å):
Ti (-7.768, -6.914, 12.037)
C (-6.453, -8.464, 14.515)
O (-6.798, -7.102, 14.320)
H (-6.940, -9.111, 13.786)
H (-5.376, -8.624, 14.488)
H (-6.864, -8.855, 15.453)
H (-6.372, -6.536, 14.966)
C (-9.617, -5.191, 9.565)
O (-8.458, -5.972, 9.885)
H (-10.389, -5.518, 10.260)
H (-9.465, -4.114, 9.658)
H (-9.962, -5.401, 8.551)
H (-7.883, -5.974, 9.111)
C (-7.168, -3.358, 11.971)
O (-7.019, -4.644, 12.588)
H (-6.310, -2.717, 12.202)
H (-6.943, -3.404, 10.893)
H (-8.179, -2.997, 12.129)
H (-6.383, -4.505, 13.295)
C (-8.555, -10.301, 10.921)
O (-8.442, -8.872, 10.881)
H (-9.485, -10.566, 11.433)
H (-8.693, -10.687, 9.911)
H (-7.731, -10.766, 11.449)
H (-8.852, -8.589, 10.056)
C (-4.590, -6.465, 10.995)
O (-5.599, -7.459, 10.855)
H (-3.609, -6.798, 10.658)
H (-4.840, -5.541, 10.463)
H (-4.557, -6.185, 12.046)
H (-5.476, -7.913, 10.015)
C (-10.429, -7.095, 14.249)
O (-9.804, -6.355, 13.165)
H (-9.647, -7.645, 14.774)
H (-10.860, -6.423, 14.989)
H (-11.151, -7.757, 13.781)
H (-9.987, -5.426, 13.336)

Mulliken population analysis, charges in e, atoms 1 to 5: number 1, Ti, carries 0.4055; number 2, C, carries -0.5955; number 3, O, carries -0.3172; number 4, H, carries 0.0796; number 5, H, carries 0.3314